(1)
A molecular structure, C16H20MoN3O9S. Source: the OMol25 dataset; level of theory: wB97M-V/def2-TZVPD.

As for the LUMO energy: -5.8 eV. As for the total charge: +1. The energy above the lowest of the compared OMol25 structures with the same formula, charge and spin is 51.6 kcal/mol. As for the frontier orbital gap: 0.262 Eh. The calculation puts the HOMO energy at -0.47499 Eh.

Cartesian coordinates (Å):
Mo (-0.703, 1.279, 0.476)
O (-1.565, 5.035, 1.506)
C (-1.025, 3.983, 1.544)
O (-0.779, 3.223, 0.423)
C (-0.415, 3.306, 2.737)
C (-0.071, 3.819, 3.975)
C (0.818, 3.072, 4.747)
C (1.429, 1.925, 4.235)
C (1.025, 1.503, 2.984)
N (0.059, 2.142, 2.361)
C (1.661, 0.570, 1.987)
O (2.435, -0.305, 2.186)
O (1.226, 0.941, 0.736)
H (-0.446, 4.780, 4.295)
H (1.107, 3.434, 5.724)
H (2.216, 1.411, 4.767)
N (-0.076, -0.465, -0.717)
C (0.482, -1.413, -1.082)
N (1.110, -2.461, -1.487)
C (0.557, -3.340, -2.539)
C (0.417, -4.767, -2.004)
C (1.469, -5.066, -0.924)
C (2.737, -4.256, -1.166)
C (2.458, -2.774, -0.940)
H (1.238, -3.291, -3.389)
H (-0.397, -2.922, -2.854)
H (0.533, -5.452, -2.845)
H (-0.586, -4.922, -1.606)
H (1.689, -6.132, -0.905)
H (1.071, -4.815, 0.063)
H (3.107, -4.424, -2.180)
H (3.538, -4.556, -0.490)
H (3.196, -2.135, -1.426)
H (2.438, -2.538, 0.124)
C (-1.456, 1.165, -3.395)
C (-2.182, 1.922, -2.313)
C (-2.047, 3.423, -2.381)
O (-1.647, 1.457, -1.016)
H (-1.887, 1.454, -4.355)
H (-1.571, 0.089, -3.281)
H (-0.396, 1.421, -3.412)
H (-3.228, 1.618, -2.241)
H (-1.000, 3.725, -2.389)
H (-2.553, 3.912, -1.552)
H (-2.506, 3.758, -3.312)
O (-1.110, -0.255, 1.623)
S (-2.406, 0.276, 2.397)
O (-3.519, -0.531, 2.081)
O (-2.379, 1.579, 1.495)
O (-2.065, 0.596, 3.736)

Atom charges from the Löwdin analysis, given in e for atoms 1 to 4:
1 Mo 2.10
2 O 0.21
3 C -0.44
4 O -0.20

(2)
A molecular structure, C29H24AsN4O10OsS2 at a distorted geometry. Source: the OMol25 dataset; level of theory: wB97M-V/def2-TZVPD.

As for the LUMO energy (alpha / beta): 1.4 / 1.4 eV. As for the total charge: -1. The energy above the lowest of the compared OMol25 structures with the same formula, charge and spin is 117.7 kcal/mol. As for the frontier orbital gap (alpha / beta): 0.241 / 0.242 Eh. The calculation puts the HOMO energy (alpha / beta) at -0.19114 / -0.19110 Eh.

Cartesian coordinates (Å):
Os (-1.850, -0.802, 0.960)
O (-1.213, -4.246, -1.168)
As (-1.931, -2.673, -1.437)
O (-2.724, -2.609, -2.842)
O (-2.834, -2.323, -0.036)
C (0.819, -1.520, -0.555)
C (1.269, 0.529, -2.117)
C (2.779, 0.388, -1.728)
C (3.229, 0.196, -0.303)
C (2.794, -0.688, 0.615)
C (1.674, -1.602, 0.482)
S (0.762, -2.233, 1.813)
O (1.523, -2.745, 2.918)
O (-0.178, -3.203, 1.258)
O (-0.128, -1.000, 2.148)
H (-0.859, -4.241, -0.264)
H (0.745, 1.448, -2.322)
H (3.336, 1.212, -2.178)
H (4.052, 0.830, 0.011)
H (3.282, -0.684, 1.584)
C (3.389, 4.220, -0.449)
C (2.183, 3.519, 0.116)
C (2.238, 2.923, 1.373)
C (1.147, 2.237, 1.881)
C (-0.014, 2.152, 1.129)
C (-0.100, 2.747, -0.119)
C (1.002, 3.428, -0.614)
S (-1.439, 1.360, 1.857)
O (-2.579, 2.226, 1.478)
O (-1.179, 1.332, 3.298)
N (-3.862, -0.297, 1.151)
C (-4.365, 0.620, 0.101)
C (-3.266, 0.922, -0.921)
O (-3.469, 1.703, -1.814)
O (-2.140, 0.259, -0.779)
H (3.887, 4.826, 0.309)
H (3.116, 4.869, -1.281)
H (4.119, 3.496, -0.820)
H (3.148, 2.992, 1.958)
H (1.174, 1.771, 2.856)
H (-1.020, 2.691, -0.689)
H (0.942, 3.902, -1.588)
H (-4.680, 1.555, 0.549)
H (-5.207, 0.155, -0.408)
N (4.776, -0.597, -7.168)
C (4.091, -0.694, -6.250)
C (3.220, -0.810, -5.111)
C (1.781, -1.023, -5.370)
C (0.902, -0.959, -4.367)
C (1.408, -0.721, -3.019)
C (2.881, -0.868, -2.676)
C (3.746, -0.723, -3.879)
C (0.639, -0.747, -1.748)
C (-0.447, -1.526, -1.107)
H (1.471, -1.201, -6.390)
H (-0.163, -1.075, -4.532)
H (3.134, -1.785, -2.130)
H (4.813, -0.580, -3.755)
N (-4.206, 0.106, 2.483)
C (-3.489, -0.683, 3.399)
C (-3.658, -0.533, 4.768)
C (-2.966, -1.389, 5.594)
C (-2.161, -2.384, 5.048)
C (-2.030, -2.451, 3.682)
N (-2.673, -1.602, 2.863)
H (-3.988, 1.103, 2.567)
H (-4.290, -1.218, 1.011)
H (-4.297, 0.252, 5.145)
H (-3.055, -1.288, 6.668)
H (-1.617, -3.077, 5.672)
H (-1.393, -3.171, 3.189)

Atom charges from the Löwdin analysis, given in e for atoms 1 to 4:
1 Os 1.45
2 O -0.23
3 As 0.85
4 O -0.45

(3)
A molecular structure, C17H16BrClPb at a distorted geometry. Source: the OMol25 dataset; level of theory: wB97M-V/def2-TZVPD.

As for the LUMO energy: 5.1 eV. As for the total charge: -2. The energy above the lowest of the compared OMol25 structures with the same formula, charge and spin is 40.2 kcal/mol. As for the frontier orbital gap: 0.150 Eh. The calculation puts the HOMO energy at 0.03673 Eh.

Cartesian coordinates (Å):
C (-1.328, -1.108, -3.118)
C (-1.391, -2.127, -2.117)
C (-2.157, -1.614, -0.995)
H (-0.904, -3.092, -2.143)
C (-2.554, -0.232, -1.336)
C (-2.033, 0.058, -2.642)
H (-2.108, 1.021, -3.140)
H (-0.833, -1.199, -4.077)
H (-2.282, -2.089, -0.006)
H (-3.066, 0.463, -0.652)
Pb (-0.111, -0.284, -0.663)
Br (0.889, -2.464, 0.522)
C (2.035, 0.904, -0.914)
C (1.180, 1.690, -1.815)
C (0.995, 0.934, -3.001)
H (0.683, 2.622, -1.546)
C (1.722, -0.310, -2.869)
C (2.365, -0.331, -1.605)
H (2.947, -1.148, -1.169)
H (2.257, 1.147, 0.147)
H (0.395, 1.235, -3.849)
H (1.731, -1.126, -3.589)
Cl (1.565, 2.842, 2.150)
C (0.893, 1.382, 2.806)
C (1.244, 0.967, 4.062)
C (0.666, -0.188, 4.586)
C (-0.270, -0.894, 3.854)
C (-0.659, -0.496, 2.635)
C (-0.114, 0.684, 2.086)
C (-0.649, 1.248, 0.823)
H (1.958, 1.561, 4.594)
H (0.970, -0.506, 5.586)
H (-0.723, -1.819, 4.283)
H (-1.407, -1.049, 2.044)
H (-1.762, 1.169, 0.690)
H (-0.144, 2.147, 0.378)

Atom charges from the Löwdin analysis, given in e for atoms 1 to 4:
1 C -0.23
2 C -0.28
3 C -0.33
4 H 0.07

(4)
3 unconnected molecules or ions with the total composition C4H13N3O at a distorted geometry. Source: the OMol25 dataset; level of theory: wB97M-V/def2-TZVPD.

As for the LUMO energy: -4.6 eV. The energy above the lowest of the compared OMol25 structures with the same formula, charge and spin is 264.2 kcal/mol. As for the frontier orbital gap: 0.134 Eh. The calculation puts the HOMO energy at -0.30282 Eh.

Cartesian coordinates (Å):
C (-0.148, -0.507, 0.994)
N (0.841, -1.320, 0.198)
C (0.878, -0.489, -1.032)
N (2.212, -0.503, -1.572)
C (-1.569, -0.279, 0.525)
C (-2.518, -1.250, 0.356)
O (2.772, 0.370, 1.032)
N (-1.896, 2.187, -0.328)
H (0.309, 0.500, 1.103)
H (-0.101, -1.064, 1.948)
H (1.777, -1.137, 0.670)
H (0.535, 0.554, -0.911)
H (0.071, -0.967, -1.629)
H (2.807, -0.204, -0.756)
H (2.310, 0.041, -2.384)
H (-1.808, 0.821, 0.056)
H (-3.564, -0.900, 0.334)
H (-2.260, -2.289, 0.167)
H (2.626, 1.147, 1.587)
H (-1.807, 2.523, 0.622)
H (-1.468, 2.766, -0.981)

Atom charges from the Löwdin analysis, given in e for atoms 1 to 4:
1 C -0.27
2 N 0.00
3 C -0.34
4 N 0.07